1.
Here is an isolated molecule of C21H27ClN2O5 at a distorted geometry from the Open Molecules 2025 dataset. Energies are from ωB97M-V/def2-TZVPD.

Structure (XYZ):
```
56
Properties=species:S:1:pos:R:3:nbo_charge:R:1
C -0.071 -2.700 -0.304 -0.130
C 3.291 -1.284 1.931 0.644
C -0.075 2.340 -0.012 -0.078
C -1.076 -0.788 1.409 0.428
C -3.087 -0.478 0.054 0.115
C 2.700 0.426 -1.630 -0.212
H 0.201 2.086 1.022 0.175
C 4.397 0.093 0.232 -0.225
O 3.340 -0.449 2.806 -0.609
Cl 0.591 -3.877 -1.380 0.021
C 0.157 -1.381 1.685 -0.381
H 1.974 4.797 -0.462 0.194
C -1.281 -2.115 -0.581 -0.174
O -1.494 0.143 2.284 -0.473
H -1.161 2.320 -0.116 0.192
H 2.193 -0.523 -1.433 0.197
H 2.617 0.629 -2.714 0.172
H 3.939 0.910 0.794 0.237
H -5.869 -0.825 0.812 0.209
H -3.337 -0.505 -2.036 0.231
H -6.307 -2.032 -0.395 0.203
C 2.434 2.794 -1.160 -0.255
H 2.048 3.550 0.821 0.171
C -1.824 -1.148 0.276 -0.196
H 4.589 -0.567 -1.810 0.205
O 0.329 3.654 -0.309 -0.520
C 4.180 0.287 -1.264 -0.413
C 0.668 -2.355 0.846 0.384
H 2.177 3.053 -2.203 0.169
H -7.238 -0.541 -0.264 0.215
H 3.710 -1.897 0.039 0.400
O 1.829 -3.022 1.031 -0.494
H 0.249 1.556 -1.997 0.165
O -2.989 1.639 2.934 -0.555
H 3.511 2.892 -1.028 0.201
C 0.580 1.339 -0.964 -0.252
H 2.079 -2.675 3.073 0.207
H 5.472 0.076 0.450 0.193
H -5.310 0.781 -1.075 0.202
C 2.639 -2.664 2.133 -0.164
H 0.269 0.325 -0.704 0.208
C -5.317 -0.300 -1.219 -0.392
N 3.789 -1.135 0.695 -0.612
H 3.419 -3.430 2.178 0.218
H -5.708 -0.488 -2.221 0.211
H 4.733 1.171 -1.581 0.213
C -3.461 0.470 0.942 -0.361
C -6.238 -0.964 -0.201 -0.611
C 1.728 3.764 -0.210 -0.073
C -3.893 -0.850 -1.158 -0.446
C -2.678 0.818 2.110 0.747
H -1.803 -2.406 -1.476 0.235
H -4.376 1.029 0.844 0.236
N 2.024 1.436 -0.840 -0.450
H -3.946 -1.940 -1.213 0.218
H 0.687 -1.038 2.558 0.259
```

Summary:
Maximum force in hartree/bohr: 0.0200
Molar mass in Da: 422.909
Highest occupied orbital energy in eV: -8.6430
Electronic energy in a.u.: -1762.345127
Relative energy (zero: lowest compared OMol25 entry of this formula, charge and spin) in kcal per mole: 0.0
Gap between HOMO and LUMO in eV: 8.57
Net charge: 0
SMILES string: CCCc1cc(=O)oc2cc(OCC(=O)NCCCN3CCOCC3)c(Cl)cc12

---

2.
Here is a structure of composition C2H3BrINO at a distorted geometry from the Open Molecules 2025 dataset. Energies are from ωB97M-V/def2-TZVPD.

Structure (XYZ):
```
9
Properties=species:S:1:pos:R:3:nbo_charge:R:1
I -1.699 2.029 -0.002 0.412
N -1.201 0.095 -0.103 -0.675
O -0.068 -1.754 -0.060 -0.590
H 1.444 0.603 -0.918 0.246
C 1.194 0.248 0.051 -0.706
C -0.058 -0.538 0.018 0.607
H 1.976 -0.449 0.138 0.250
H 1.188 0.869 0.867 0.230
Br -2.777 -1.102 0.008 0.226
```

Summary:
Maximum force in hartree/bohr: 0.0840
Molar mass in Da: 263.860
Highest occupied orbital energy in eV: -9.4609
Electronic energy in a.u.: -3079.641716
Relative energy (zero: lowest compared OMol25 entry of this formula, charge and spin) in kcal per mole: 27.2
Gap between HOMO and LUMO in eV: 8.25
Net charge: 0

---

3.
Here is a cluster of 2 separate species, C7H19NSi in total at a distorted geometry from the Open Molecules 2025 dataset. Energies are from ωB97M-V/def2-TZVPD.

Structure (XYZ):
```
28
Properties=species:S:1:pos:R:3:nbo_charge:R:1
H 3.550 1.161 -1.868 0.212
H 1.838 1.943 0.965 0.185
H 0.084 -1.664 0.251 0.227
N -0.253 1.521 -1.118 -1.264
C -2.868 1.063 0.311 -1.120
H -2.618 -1.616 1.244 0.193
H -0.767 -1.915 -1.884 0.214
H -1.521 -2.730 1.892 0.221
C 3.448 0.560 0.227 -0.139
H -0.380 2.470 -1.239 0.386
C -0.892 -1.299 0.164 -0.646
H -3.355 0.505 0.992 0.242
C 2.810 1.415 1.041 -0.340
H -1.737 -2.925 -0.791 0.202
H -3.542 1.057 -0.579 0.246
C -1.532 -1.867 -1.073 -0.628
H 4.512 0.228 0.389 0.163
H 0.738 1.375 -1.030 0.377
H 3.232 1.611 2.077 0.172
Si -1.105 0.594 0.107 1.563
C -1.558 -1.768 1.440 -0.621
H 3.743 -0.554 -1.501 0.223
H -1.434 -0.977 2.243 0.210
H -2.958 2.019 0.610 0.239
H -2.467 -1.452 -1.551 0.210
C 3.244 0.337 -1.272 -0.663
H -0.342 0.703 1.375 -0.257
H 2.131 0.204 -1.425 0.191
```

Summary:
Maximum force in hartree/bohr: 0.2092
Molar mass in Da: 145.322
Highest occupied orbital energy (alpha / beta) in eV: -5.5046 / -9.0620
Electronic energy in a.u.: -622.132790
Relative energy (zero: lowest compared OMol25 entry of this formula, charge and spin) in kcal per mole: 30.7
Gap between HOMO and LUMO (alpha / beta) in eV: 6.43 / 7.08
Net charge: 0
Multiplicity: 3

---

4.
Here is a cluster of 2 separate species, C3H11NO in total from the Open Molecules 2025 dataset. Energies are from ωB97M-V/def2-TZVPD.

Structure (XYZ):
```
16
Properties=species:S:1:pos:R:3:nbo_charge:R:1
C 1.922 0.778 1.639 -0.629
H -3.110 -0.580 0.539 0.362
C 1.718 0.139 0.266 -0.058
H 1.744 -0.959 0.343 0.153
H -3.409 0.172 -0.875 0.356
H 2.619 1.621 1.560 0.206
H -4.345 -1.085 -0.454 0.359
H -0.029 -1.276 -1.061 0.170
H -0.931 0.099 -1.599 0.195
O 0.501 0.570 -0.273 -0.544
H 2.559 0.395 -0.380 0.156
H 0.756 -0.097 -2.215 0.164
H 0.955 1.134 1.997 0.224
H 2.377 0.042 2.298 0.209
C 0.072 -0.221 -1.365 -0.247
N -3.399 -0.732 -0.420 -1.076
```

Summary:
Maximum force in hartree/bohr: 0.0132
Molar mass in Da: 77.127
Highest occupied orbital energy in eV: -9.6474
Electronic energy in a.u.: -250.862261
Relative energy (zero: lowest compared OMol25 entry of this formula, charge and spin) in kcal per mole: 21.6
Gap between HOMO and LUMO in eV: 10.73
Net charge: 0
SMILES string: CCOC.N